# 1
The following is a quantum chemistry calculation of a 3-piece molecular cluster, C25H39F16IN6O4P3 overall in a non-equilibrium geometry, from the OMol25 dataset.

XYZ file:
```
94
Properties=species:S:1:pos:R:3:forces:R:3:mulliken_charge:R:1
C -5.794 5.713 0.694 0.2 0.0 -0.3 -1.34
C -4.747 5.145 -0.284 -0.3 -0.4 0.2 -0.33
P -3.533 4.177 0.692 0.2 0.6 0.2 -0.26
C -4.418 2.586 0.946 -0.4 -0.2 0.3 0.39
C -4.688 2.322 2.448 0.4 -0.2 -0.3 -1.33
N -2.228 3.859 -0.486 -0.4 -0.4 0.5 0.82
C -2.156 2.623 -1.047 -0.1 0.1 -0.6 -0.62
N -3.138 2.060 -1.766 0.5 -0.1 0.2 -0.29
C -2.740 0.809 -2.040 0.4 0.5 0.2 0.38
P -3.915 -0.320 -2.914 -0.1 -0.4 0.3 0.03
N -3.380 -0.064 -4.517 -0.5 0.5 0.3 -0.59
O -3.181 -1.741 -2.572 -0.1 -0.1 -0.1 -0.45
N -1.529 0.584 -1.520 -0.4 -0.3 -0.4 0.70
N -0.735 -0.583 -1.491 0.3 0.4 0.4 -1.06
C -0.898 -1.245 -0.398 -0.4 -0.1 0.0 0.97
C -1.964 -0.959 0.617 0.1 0.3 0.2 -1.46
C 0.032 -2.391 -0.151 -0.4 0.2 -0.2 -1.10
N -1.122 1.734 -0.901 -0.6 0.5 0.2 0.50
C 0.154 1.917 -0.241 0.6 -0.6 -0.6 0.17
C 1.289 2.115 -1.292 -0.2 -0.5 0.3 -0.01
O 1.490 3.147 -1.802 0.2 0.7 -0.4 -0.39
I 2.529 0.434 -1.806 0.0 0.0 0.2 0.09
P -1.117 5.138 -0.948 0.8 -0.3 -0.5 0.17
C -1.200 6.305 0.450 -0.2 -0.3 0.5 -0.65
C -0.485 5.762 1.692 0.0 0.2 0.0 -1.13
C -1.957 6.026 -2.325 0.2 0.3 -0.1 -0.53
C -0.907 6.352 -3.416 -0.2 -0.3 0.2 -1.17
H -6.190 6.643 0.295 -0.2 0.1 0.1 0.40
H -6.616 5.017 0.830 -0.1 0.0 0.1 0.32
H -5.349 5.918 1.668 0.0 0.1 0.1 0.38
H -5.235 4.488 -1.004 0.1 0.1 -0.3 0.46
H -4.236 5.944 -0.816 0.1 0.0 0.0 0.15
H -5.369 2.646 0.418 0.0 0.0 -0.2 0.45
H -3.902 1.730 0.520 0.1 0.1 -0.1 -0.43
H -5.748 2.386 2.668 -0.1 0.1 0.2 0.32
H -4.348 1.322 2.711 -0.1 -0.1 0.1 0.38
H -4.128 3.010 3.076 -0.1 0.1 0.1 0.37
H -2.891 0.820 -4.617 0.3 -0.2 -0.2 0.30
H -4.222 0.006 -5.081 0.1 0.0 -0.3 0.29
H -2.887 -2.147 -3.400 0.2 -0.1 0.1 0.32
H -2.017 -1.740 1.365 0.0 -0.1 0.0 0.57
H -2.938 -0.856 0.143 0.0 0.0 -0.1 0.27
H -1.767 -0.025 1.150 0.0 0.1 0.0 0.25
H 1.027 -1.967 -0.042 0.2 -0.2 -0.1 -0.01
H -0.017 -3.082 -0.990 0.2 0.0 -0.1 0.36
H -0.249 -2.892 0.766 0.1 -0.2 0.1 0.51
H 0.398 1.055 0.371 -0.1 0.0 0.2 0.24
H 0.103 2.842 0.323 -0.2 0.0 0.1 0.02
H -0.703 7.218 0.126 0.0 0.0 -0.3 0.54
H -2.224 6.571 0.714 0.0 0.2 -0.1 0.34
H 0.397 5.178 1.431 0.1 0.0 0.0 0.29
H -1.151 5.146 2.290 -0.1 -0.1 0.0 0.19
H -0.155 6.591 2.314 0.0 0.0 0.1 0.42
H -2.744 5.401 -2.741 -0.1 0.0 0.1 0.41
H -2.402 6.959 -1.977 -0.2 -0.1 0.1 0.40
H 0.105 6.224 -3.036 0.1 0.2 0.0 0.33
H -1.024 7.367 -3.781 0.0 0.1 -0.1 0.35
H -1.011 5.659 -4.247 0.0 0.0 -0.1 0.31
C 4.324 -2.811 2.986 0.2 0.0 -0.6 -0.13
C 4.766 -3.521 4.273 -0.1 0.4 0.2 0.78
C 4.060 -4.824 4.659 0.1 -0.2 0.0 0.19
F 2.736 -4.630 4.843 -0.1 0.2 0.0 -0.22
F 4.585 -5.268 5.819 0.0 0.0 0.0 -0.28
F 4.740 -2.652 5.306 -0.1 -0.1 0.0 -0.29
F 6.064 -3.875 4.065 0.1 -0.1 -0.1 -0.31
O 3.422 -1.712 3.093 0.0 0.0 0.6 -0.35
C 2.077 -1.848 3.132 0.3 -0.2 -0.4 0.77
C 1.461 -1.343 4.443 0.0 0.1 0.0 0.04
F 1.990 -1.971 5.498 0.0 -0.2 0.0 -0.23
F 0.128 -1.594 4.402 0.0 0.0 0.0 -0.25
F 1.667 -3.090 2.824 0.0 -0.1 0.1 -0.24
F 1.566 -1.035 2.152 -0.1 0.2 -0.1 -0.22
H 5.232 -2.347 2.607 0.0 0.0 0.0 0.45
H 4.006 -3.519 2.226 -0.2 -0.1 0.2 -0.19
H 4.210 -5.583 3.887 0.0 0.0 0.0 0.25
H 1.625 -0.268 4.540 0.0 0.0 0.0 0.27
C 2.555 -5.710 -1.513 -0.7 0.1 0.0 -0.90
C 3.647 -5.323 -0.505 0.2 -0.4 -0.2 0.82
C 4.499 -4.081 -0.784 0.0 0.2 0.1 0.22
F 5.192 -4.183 -1.927 0.0 -0.1 -0.1 -0.22
F 5.384 -3.935 0.235 -0.1 0.0 -0.1 -0.24
F 4.437 -6.378 -0.246 0.0 0.1 0.0 -0.28
F 2.979 -5.015 0.657 -0.1 0.1 0.0 -0.22
O 2.829 -6.721 -2.455 0.6 -0.1 0.3 -0.43
C 3.413 -6.467 -3.669 -0.3 0.0 0.0 0.81
C 4.784 -7.144 -3.805 0.1 -0.1 0.0 0.18
F 5.599 -6.775 -2.798 0.0 0.1 0.0 -0.21
F 5.334 -6.756 -4.973 0.0 0.0 0.0 -0.25
F 3.474 -5.148 -3.931 0.1 0.1 0.1 -0.29
F 2.624 -7.024 -4.609 -0.1 0.0 -0.1 -0.30
H 1.772 -6.147 -0.894 0.0 0.0 0.0 0.45
H 2.120 -4.825 -1.983 0.2 0.1 0.0 0.44
H 3.868 -3.187 -0.827 0.0 0.0 0.0 0.19
H 4.664 -8.228 -3.794 0.0 0.0 0.0 0.25
```
Forces are in eV/Å.

strongest force on any atom: 1.04 eV/Å
net charge: +1
E_HOMO: -11.027 eV
Kohn-Sham gap: 7.9 eV
2S+1: 1

# 2
The following is a quantum chemistry calculation of C25H39O13Tl as an isolated structure in a non-equilibrium geometry, from the OMol25 dataset.

XYZ file:
```
78
Properties=species:S:1:pos:R:3:forces:R:3:mulliken_charge:R:1
Tl 0.782 -2.918 -4.289 0.3 0.1 0.2 1.00
C -0.544 -0.512 -1.140 1.0 -1.4 -3.0 -0.27
O 0.469 -1.042 -2.024 -2.5 1.1 2.4 -0.21
H -0.920 0.417 -1.567 0.4 0.7 0.1 0.30
H -1.424 -1.114 -0.914 0.3 -0.9 -0.3 0.43
H -0.112 -0.279 -0.166 0.8 0.5 0.5 -0.27
O 3.722 1.229 1.721 -2.1 2.1 3.1 -0.55
C 3.987 0.781 0.674 -3.3 1.8 0.0 0.37
O 4.933 -0.005 0.592 4.0 -2.6 2.5 -0.32
C 5.304 -0.217 -0.667 -0.5 -3.3 -4.3 -0.67
C 3.970 0.003 -1.482 2.7 0.5 -2.4 0.09
C 3.330 1.009 -0.666 -1.9 1.6 1.4 0.28
H 5.486 -1.287 -0.765 0.9 0.1 -0.1 0.40
H 6.159 0.385 -0.974 -0.2 0.1 -0.1 0.27
H 3.367 -0.846 -1.806 0.2 -0.3 0.7 0.01
H 4.332 0.443 -2.411 -0.3 0.0 -0.5 0.22
H 2.242 0.970 -0.613 0.0 -0.1 0.2 -0.15
H 3.538 2.072 -0.781 0.3 0.1 -0.8 0.23
O 1.930 -0.053 -4.940 -0.6 3.4 0.9 -0.59
C 1.991 1.188 -4.718 1.1 -3.0 -0.4 0.60
O 3.228 1.754 -4.661 -1.4 -1.8 -0.2 -0.31
C 3.124 3.086 -4.307 -2.4 2.5 1.0 -0.49
C 1.648 3.307 -3.668 1.5 -0.6 -1.4 -0.33
C 0.876 2.259 -4.507 1.9 -1.5 0.8 -0.35
H 2.956 3.739 -5.164 1.3 -0.2 -0.5 0.35
H 3.958 3.367 -3.663 -0.1 0.1 -0.3 0.37
H 1.362 4.321 -3.947 -0.2 -0.1 0.6 0.38
H 1.653 3.109 -2.596 -0.4 0.1 -0.1 0.01
H 0.697 2.506 -5.554 -0.6 0.6 0.2 0.32
H 0.054 1.765 -3.989 -0.2 0.3 -0.4 0.19
O -4.445 -3.032 3.704 1.6 1.2 -1.2 -0.55
C -3.387 -2.457 3.508 -3.1 -1.3 1.8 0.42
O -3.142 -1.591 2.510 -0.9 0.1 -1.2 -0.33
C -1.828 -1.102 2.632 0.5 -0.2 0.0 1.18
C -1.148 -2.166 3.460 1.6 0.7 0.8 -0.29
C -2.226 -2.552 4.432 0.0 -0.2 -0.4 -0.47
H -1.873 -0.101 3.060 0.1 -0.1 0.3 -0.21
H -1.310 -1.017 1.677 -0.4 0.0 -0.4 -0.79
H -0.304 -1.708 3.975 0.4 -0.3 -0.1 0.43
H -0.822 -2.995 2.832 0.0 0.0 0.1 0.05
H -2.317 -1.757 5.173 -0.2 -0.2 0.3 0.28
H -2.256 -3.553 4.863 0.5 0.3 0.2 0.33
O -7.042 -1.921 -1.451 2.7 3.8 1.4 -0.50
C -6.371 -0.928 -1.083 -0.7 -2.2 -0.4 0.45
O -6.766 0.040 -0.295 -2.2 1.4 1.0 -0.27
C -5.885 1.162 -0.144 2.4 0.0 -0.1 -0.33
C -4.769 0.945 -1.188 -1.0 -0.3 -0.1 -0.33
C -4.853 -0.577 -1.355 -1.2 -0.8 -1.2 -0.17
H -5.338 1.170 0.799 -0.7 -0.8 0.6 0.20
H -6.247 2.189 -0.203 -1.3 -0.6 -0.4 0.35
H -3.840 1.371 -0.811 0.1 -0.3 -0.1 0.11
H -5.042 1.488 -2.093 0.2 -0.3 -0.2 0.31
H -4.343 -1.168 -0.595 0.3 -0.1 -0.2 0.07
H -4.868 -0.994 -2.361 1.4 0.1 -0.1 0.39
O 1.488 -4.132 -1.648 0.5 1.0 3.3 -0.66
C 1.778 -3.804 -0.479 2.5 0.7 -3.7 0.26
O 3.153 -3.464 -0.184 -2.5 -0.6 -1.6 -0.33
C 3.353 -3.137 1.211 -2.0 -2.1 -0.9 -0.23
C 2.002 -3.844 1.762 1.9 2.0 1.4 -0.55
C 0.937 -3.535 0.729 1.2 -1.1 -0.3 0.29
H 3.514 -2.061 1.276 -0.4 0.0 0.5 0.06
H 4.255 -3.680 1.493 -0.1 0.2 0.3 0.30
H 1.828 -3.432 2.756 -0.4 -0.5 0.1 0.32
H 2.210 -4.914 1.772 -0.1 0.1 0.3 0.36
H 0.687 -2.475 0.680 -0.4 0.0 0.2 -0.29
H 0.113 -4.249 0.747 -0.3 0.5 0.0 0.56
O -0.137 3.756 -0.134 0.0 -1.1 0.9 -0.61
C -0.287 3.466 1.055 -2.3 -3.3 -6.4 0.41
O -0.108 4.269 1.942 1.4 3.8 5.3 -0.28
C -0.161 3.640 3.237 0.6 1.0 2.4 -0.58
C -0.821 2.322 3.085 -0.7 -2.3 0.0 -0.54
C -0.932 2.159 1.609 -0.2 0.4 -1.6 0.95
H -0.749 4.233 3.937 0.1 0.5 -0.5 0.31
H 0.849 3.643 3.649 0.1 -0.2 -0.3 0.30
H -1.813 2.257 3.533 0.0 0.6 0.0 0.36
H -0.407 1.363 3.397 1.1 0.7 0.9 0.39
H -2.003 2.100 1.417 0.1 0.2 -1.0 0.19
H -0.427 1.335 1.105 0.0 -0.2 0.4 -0.62
```
Forces are in eV/Å.

strongest force on any atom: 7.56 eV/Å
net charge: +2
E_HOMO: -14.630 eV
Kohn-Sham gap: 2.0 eV
2S+1: 1

# 3
The following is a quantum chemistry calculation of C25H40Br3ClF2I2N4O3PSSi as an isolated structure in a non-equilibrium geometry, from the OMol25 dataset.

XYZ file:
```
83
Properties=species:S:1:pos:R:3:forces:R:3:mulliken_charge:R:1
C 3.652 -3.505 1.199 1.0 0.6 0.1 -0.18
C 2.280 -4.297 1.626 1.0 -0.8 -2.1 -0.18
O 1.970 -4.257 3.065 -0.1 3.7 -0.3 -0.36
C 1.950 -2.874 3.584 5.5 2.8 3.0 0.26
O 3.062 -2.355 4.177 -7.3 -3.8 -4.0 -0.54
C 0.619 -1.897 3.546 -0.5 -1.3 0.0 -0.36
C 0.036 -1.671 1.993 0.4 0.1 1.5 0.43
C -0.665 -0.149 1.915 1.3 -1.2 0.9 0.59
C -2.041 -0.221 1.065 -0.4 -1.8 0.6 1.07
C -2.321 0.819 -0.125 0.2 -0.2 -1.4 -0.34
C -1.149 1.899 -0.535 -0.5 1.9 -1.4 0.86
F -1.902 2.935 -1.358 1.7 -2.3 2.0 -0.34
F -0.625 2.719 0.583 -1.4 -2.5 -2.7 -0.32
C -0.044 1.359 -1.609 -0.1 0.0 -0.4 -1.08
C 1.264 0.592 -1.045 0.1 -1.1 -0.8 0.33
Si 2.672 1.783 -0.366 0.9 0.0 0.5 0.22
C 2.504 3.596 -1.005 -0.3 1.6 -0.6 -1.03
C 2.649 1.875 1.570 -0.8 0.0 0.6 -0.58
C 4.382 0.982 -0.904 3.1 -2.0 -1.1 -0.11
C 5.731 1.926 -1.197 0.9 -5.1 -0.4 -0.42
C 7.126 1.115 -1.599 -3.6 -1.7 0.6 -0.42
C 7.108 -0.549 -1.737 -2.9 1.2 1.1 -0.53
C 5.778 -1.472 -1.452 1.0 5.9 1.3 -0.17
C 4.386 -0.665 -1.032 3.5 3.2 -0.2 0.41
N -3.598 1.652 -0.029 -1.9 -1.8 3.1 0.28
C -4.772 0.916 0.533 -0.7 1.0 -0.2 -0.65
N -6.072 1.328 0.244 2.9 -1.3 1.1 0.13
C -6.483 2.483 -0.624 -2.4 -0.1 -1.4 -0.88
I -5.667 4.454 0.017 -0.3 -1.3 -0.3 0.15
C -6.374 2.232 -2.248 0.6 2.4 -0.1 -0.44
C -4.884 2.419 -2.890 -0.2 -0.8 -1.6 -0.64
I -7.384 0.348 -2.893 0.7 1.2 0.6 0.05
N -4.660 -0.298 1.483 1.9 2.0 -2.3 0.21
P -5.111 -1.666 0.487 -1.9 -1.3 -2.8 0.25
O -4.726 -1.133 -1.171 1.7 -2.2 1.9 -0.35
Cl -3.926 -3.411 0.699 0.0 1.4 0.0 -0.18
C -3.329 -0.281 2.134 3.0 3.3 1.8 -0.64
N -3.270 1.042 2.937 -0.6 -0.4 -0.4 -0.50
S -3.079 -1.567 3.517 -0.6 -1.2 -0.5 -0.11
H 4.605 -3.810 1.850 -2.4 0.5 -1.2 0.33
H 3.574 -2.325 1.302 0.0 -2.5 -0.1 0.01
H 3.979 -3.698 0.071 -1.1 0.1 2.6 -0.03
H 1.391 -3.928 0.936 1.6 -0.6 1.7 0.10
H 2.440 -5.444 1.346 -0.4 2.5 0.9 0.36
H 0.821 -0.882 4.104 0.2 -2.2 -1.3 0.30
H -0.212 -2.457 4.179 1.7 1.0 -1.4 0.26
H -0.736 -2.534 1.828 1.5 1.7 0.0 0.38
H 0.974 -1.775 1.303 -2.0 0.3 1.0 -0.44
H 0.190 0.529 1.514 -2.0 -0.9 0.5 -1.28
H -0.799 0.149 3.065 -0.1 -0.4 -2.8 0.25
H -2.045 -1.316 0.583 0.1 2.5 0.9 0.15
H -2.480 0.184 -1.127 0.5 1.5 2.3 0.07
H -0.612 0.638 -2.364 0.9 1.6 1.7 0.30
H 0.295 2.297 -2.262 -0.8 -2.0 1.7 0.34
H 1.783 0.065 -1.984 -1.2 1.1 1.8 0.13
H 1.046 -0.308 -0.300 0.2 2.0 -1.6 -0.35
H 3.482 4.209 -0.753 -1.9 -1.3 -0.5 0.33
H 1.616 4.188 -0.483 1.8 -1.4 -1.0 0.27
H 2.326 3.684 -2.171 0.5 -0.2 2.3 0.31
H 3.491 2.579 1.977 -1.6 -1.5 -0.7 0.39
H 2.737 0.794 2.026 0.0 2.1 -0.7 0.11
H 1.591 2.327 1.864 2.2 -0.9 -0.3 0.15
H 5.714 3.104 -1.100 0.0 -2.8 -0.2 0.18
H 8.143 1.702 -1.806 -2.6 -1.5 0.5 0.28
H 8.104 -1.107 -2.055 -2.4 1.4 0.8 0.27
H 5.726 -2.641 -1.540 1.9 3.2 0.8 0.32
H 3.372 -1.263 -0.833 2.6 1.9 -0.3 0.11
H -3.408 2.447 0.654 -0.5 -0.8 -1.1 0.44
H -6.857 0.750 0.673 1.5 1.1 -0.6 0.47
H -7.656 2.638 -0.441 2.8 -0.6 -0.1 0.60
H -7.051 3.084 -2.740 1.4 -1.9 1.4 0.51
H -4.227 3.262 -2.415 -1.4 -1.8 -0.6 0.14
H -5.048 2.739 -4.029 0.3 -0.7 2.5 0.39
H -4.335 1.366 -2.953 -1.0 2.4 0.4 0.14
H -4.095 -1.820 -1.590 -1.4 1.5 0.8 0.30
H -4.226 1.333 3.234 0.9 -0.6 -0.2 0.21
H -2.722 0.915 3.815 -0.7 0.2 -1.2 0.31
H -2.198 -1.086 4.496 -0.8 0.5 -1.5 0.18
C 3.129 -2.996 -4.069 -0.5 -0.5 -0.1 -0.45
Br 3.992 -3.009 -2.326 -3.1 -2.6 -3.2 -0.01
Br 3.035 -1.202 -4.817 0.1 -0.4 0.3 -0.06
Br 3.965 -4.250 -5.300 -0.2 0.4 0.3 -0.04
H 2.099 -3.335 -3.919 0.5 0.2 -0.2 0.41
```
Forces are in eV/Å.

strongest force on any atom: 9.14 eV/Å
net charge: +1
E_HOMO: -9.889 eV
Kohn-Sham gap: 5.2 eV
2S+1: 1

Q: strongest force on any atom of number 3 (C25H40Br3ClF2I2N4O3PSSi)?
A: 9.14 eV/Å